ORCA calculation (ωB97M-V/def2-TZVPD) on a 9-piece molecular cluster, C49H103BrN13O2 overall in a non-equilibrium geometry.

CARTESIAN COORDINATES (ANGSTROEM)
Br 3.57453 -4.81569 -2.31312
O 1.18771 -2.77475 -0.45381
O 1.28567 -1.67160 -4.29877
N -0.63006 -0.65837 0.99825
N 6.92165 -2.34939 -1.88497
N -0.85255 -0.67176 -6.68575
N -3.41206 -6.28206 0.87268
N -5.37814 1.76673 3.67212
N 1.98504 5.30816 1.91000
N -1.16005 3.66730 -2.99627
N -6.39713 1.77059 5.69159
N 6.08019 -2.43455 0.14704
N -2.54128 -5.41083 -1.06338
N -3.19932 3.21811 -4.05813
N 0.11987 -4.89810 4.65966
N -1.39481 -3.74682 5.86845
C -2.12868 -2.82053 6.62248
C -2.40098 3.91270 -4.89745
C -2.06450 -4.82085 5.19307
C 3.31806 6.10250 1.54721
C 1.38276 -1.38157 -0.41749
C -1.08562 0.62537 0.21972
C -3.68385 -4.77218 -0.76387
C -2.44244 3.08585 -2.89446
C 7.89728 -2.71752 -0.96426
C -5.45267 3.02828 4.17039
C 1.58302 4.25971 0.80172
C -6.28662 2.26522 1.40923
C 5.08951 -2.06145 1.17858
C 4.85552 9.03239 1.20820
C 7.27763 -3.02948 0.19363
C -7.22798 1.35489 6.83346
C -1.63489 -5.14662 -2.22202
C -1.53776 0.54795 -6.15971
C -1.69023 -1.27804 -7.88734
C 3.19023 7.15069 0.40101
C 7.77019 -0.70628 -3.50917
C -1.10452 -5.56428 4.54980
C 7.17831 -2.15972 -3.28510
C -0.06841 3.69467 -2.08095
C -0.08809 -3.78137 5.51344
C 1.44329 -5.36446 4.07570
C 4.51510 7.96372 0.18248
C 1.74856 -4.57399 2.79871
C 0.80738 6.20654 2.21760
C 2.61357 3.09109 1.08388
C -0.84930 -1.77457 -5.57972
C 2.25071 4.37958 3.06240
C 2.72075 2.97989 2.61754
C -6.03982 0.98289 4.64742
C 0.56566 -0.40737 -7.21754
C -4.55688 2.87041 -4.30439
C -0.90931 -0.47034 2.46820
C 0.96729 -0.84337 0.93723
C 0.98305 2.63592 -2.35136
C -3.64346 -7.11451 2.03770
C -6.14402 3.05723 5.37182
C -4.10071 -5.09470 0.49425
C 5.79901 -2.11812 -1.12462
C -1.53223 -1.82553 0.36768
C -5.14583 1.48064 2.26229
C -2.44323 -6.40981 -0.08706
C -1.15532 4.14151 -4.29934
C -0.21390 -5.67056 -1.93503
C -0.14588 -1.47063 -4.23973
H -5.03741 3.71984 -4.78984
H -6.67962 3.85712 5.86141
H -1.12114 0.42013 -0.85019
H -1.91725 -1.99007 -5.54599
H -3.14393 -4.84213 5.22108
H -7.23564 2.03212 1.89207
H 1.09515 -4.86091 1.97479
H 1.35193 -6.42839 3.85703
H -4.60821 1.87398 -4.74325
H 4.93122 -1.62107 -1.53240
H 2.98938 6.57976 -0.50552
H -1.77808 -1.79513 6.50530
H -6.11814 -0.09264 4.58834
H 1.87287 2.94677 -1.80391
H 0.35671 4.69813 -2.05963
H -0.43434 -0.49632 -3.84524
H -0.98448 0.98036 -5.32604
H -8.03028 2.07202 7.00711
H 0.65649 1.66130 -1.98864
H 2.20399 -5.24728 4.84752
H -2.80623 2.54324 -2.03444
H -6.09841 3.32262 1.22326
H -0.49347 1.46899 0.57434
H -5.10335 2.76885 -3.36676
H 3.74824 2.78912 2.92733
H -6.44380 1.90396 0.39292
H -1.94576 -0.34765 -8.39447
H -2.52628 0.22139 -5.83678
H -0.43600 -2.13453 -3.42538
H 0.59444 3.96074 1.15019
H 2.24461 2.16610 0.64076
H -1.25881 -6.41854 3.90728
H -3.20081 -2.96407 6.48814
H 7.80969 -3.30171 1.09318
H 2.83066 -4.66210 2.70184
H 0.15367 6.09972 1.35195
H 8.74509 -0.55708 -3.04504
H -3.93775 -3.90329 -1.35292
H 1.70606 -3.51846 3.06733
H -5.18110 3.84184 3.51406
H 2.09562 2.12972 2.89052
H 7.89103 -2.91603 -3.61395
H 6.23512 -2.15702 -3.83143
H 2.35192 7.84406 0.46872
H 0.44404 0.26726 -8.06499
H -6.60590 1.43349 7.72506
H -0.64547 -1.42892 2.91498
H 0.09815 -5.74083 -0.89302
H 4.05863 5.30921 1.44549
H -7.59049 0.33293 6.72257
H 3.60200 3.27561 0.66311
H 4.28857 -2.76644 0.95590
H -1.59111 -4.05779 -2.19679
H 5.44962 -2.34712 2.16691
H 8.90779 -2.96566 -1.25354
H 1.54917 4.70397 -0.19306
H 1.51280 0.03790 1.27470
H -3.07969 -8.03751 1.90232
H 5.35262 8.70180 2.12018
H -4.78324 -4.75357 1.25858
H -2.03762 -2.95648 7.70013
H 4.58622 -1.10081 1.06906
H -0.32985 4.74684 -4.64368
H -2.16466 0.71041 0.34831
H 5.34192 7.30583 -0.08517
H -2.64061 -1.65537 -7.50985
H 3.60254 6.65011 2.44571
H 7.82097 -0.63129 -4.59540
H 1.19027 -1.64198 1.64476
H 2.94175 4.81245 3.78573
H -1.94325 -0.13398 2.54529
H 1.14144 2.64414 -3.42976
H -5.04479 0.42243 2.02129
H -2.55802 -1.46581 0.28731
H 1.95673 -3.22344 -0.81282
H 5.60543 9.60660 0.66413
H 0.61094 -5.11605 -2.38253
H 4.05413 9.50619 1.77511
H 0.82551 -0.98470 -1.26605
H 0.30328 5.99164 3.15984
H -1.51675 1.31040 -6.93839
H -0.39868 3.49783 -1.06101
H 1.17738 7.19475 2.49079
H -1.76342 -7.23411 -0.24449
H 1.27144 -0.04504 -6.47008
H -0.22776 -6.74679 -2.10720
H -2.88961 4.36834 -5.74600
H 1.79451 -1.68596 -3.48485
H 2.41534 -1.09592 -0.61824
H -4.68505 -7.43574 2.03631
H -0.23371 -2.56812 -6.00330
H -1.00614 -1.84403 -8.51963
H -4.12394 1.78020 2.02968
H 1.30556 4.35676 3.60487
H -1.24781 -1.95612 -0.67642
H -0.21252 0.25239 2.89275
H -1.98112 -5.40025 -3.22397
H 0.73061 -3.37904 6.09159
H 1.01586 -1.28781 -7.67605
H 4.33378 8.52311 -0.73530
H 7.10882 0.10073 -3.19384
H -3.38963 -6.48456 2.89025
H -1.41987 -2.80792 0.82635

Forces on the atoms, in the same order (eV/Å):
Br -0.6 1.1 0.7
O -0.9 0.7 0.8
O -1.0 0.8 -2.0
N 0.1 0.6 -0.9
N -0.9 0.3 3.5
N 0.9 -1.6 0.4
N 2.0 2.4 -3.9
N -2.0 -1.8 3.3
N 0.6 -0.8 -0.7
N -5.3 -1.5 -2.8
N -0.7 -1.7 -2.1
N -3.1 1.5 -0.9
N -0.4 -3.9 1.7
N 4.4 0.7 3.6
N -1.3 1.0 2.1
N 0.9 -2.9 -3.2
C -0.7 1.6 2.4
C 1.3 1.0 -0.1
C 1.7 1.1 0.7
C -1.0 0.9 0.2
C 0.3 -0.6 -0.5
C -0.2 -1.8 0.5
C -0.2 2.9 1.0
C 0.4 0.1 -0.4
C -0.1 -2.1 -1.7
C -0.7 1.6 0.0
C 1.7 0.0 1.9
C 0.9 -1.4 0.1
C -0.5 -2.5 -0.4
C 1.0 -1.0 1.0
C 2.6 1.5 1.5
C 0.4 0.1 0.9
C 1.4 1.1 1.2
C 0.7 -0.2 -0.4
C 0.7 2.5 0.8
C 0.8 -1.3 -0.2
C -0.3 -1.2 -0.5
C 0.0 1.6 -0.3
C 0.3 2.6 -0.5
C 0.6 -0.3 1.6
C -0.4 -3.2 -0.7
C -1.0 0.4 0.1
C -1.5 -0.1 -0.2
C 0.6 0.2 1.7
C 0.6 0.4 0.2
C -0.5 0.6 -0.7
C 1.3 0.6 -0.6
C -0.4 -0.2 1.8
C -0.1 0.8 -1.3
C 1.4 1.0 -0.7
C -0.5 0.2 -0.6
C -1.5 -0.5 0.9
C 0.1 -0.3 -0.8
C -1.4 -1.2 -0.9
C -0.1 0.6 -0.4
C -0.3 -0.2 -0.4
C 0.8 0.4 -1.6
C -0.2 -2.3 0.8
C 2.1 0.0 -1.9
C 1.2 0.9 -0.3
C -0.6 1.1 -1.5
C -0.4 0.5 -0.9
C -0.9 0.6 -0.3
C -0.5 -1.2 0.6
C 1.0 -0.2 1.2
H 0.0 -0.5 -0.6
H 0.7 0.2 0.3
H 1.2 0.1 -0.1
H 0.3 -0.5 0.7
H 0.2 -0.4 0.2
H 0.0 0.6 0.2
H 0.5 0.2 -0.2
H -0.1 0.1 0.2
H -0.2 0.5 -0.7
H -0.1 -0.4 0.3
H 0.1 0.0 -0.4
H -0.3 0.0 -0.5
H -0.2 0.1 0.1
H 0.2 -0.3 -0.3
H -0.1 0.0 -0.4
H 0.2 0.6 -0.2
H 0.1 -0.3 0.1
H -0.1 -0.2 -0.5
H 0.0 -0.1 -0.2
H -0.1 0.1 -0.1
H 0.1 0.2 0.0
H 0.0 0.0 0.9
H -0.2 0.0 -0.3
H 0.2 0.1 0.2
H -0.2 -0.1 0.0
H 0.5 -0.6 0.0
H -0.1 -0.3 -0.6
H -0.1 0.4 -0.2
H -0.9 -0.6 -0.4
H -0.2 -0.1 -0.3
H 0.0 0.0 -0.2
H 0.3 0.0 0.2
H 0.2 0.3 -0.5
H -0.4 -0.2 0.1
H -0.1 -0.6 -1.1
H -0.1 0.9 0.3
H 0.0 -0.1 -0.2
H -0.4 -0.1 0.0
H -0.6 0.3 -0.2
H 0.0 0.2 0.4
H -0.1 0.4 0.7
H -0.4 0.0 -0.1
H 0.1 -0.7 0.1
H 0.0 0.0 0.7
H 0.1 0.4 0.3
H 0.1 -0.3 0.0
H -0.6 0.0 0.3
H -0.5 0.9 0.5
H 0.1 0.2 -0.6
H 0.0 0.3 -0.2
H -0.2 0.2 -0.3
H -0.4 -0.3 0.3
H 0.0 0.2 -0.2
H 0.1 0.7 -0.1
H -0.1 0.0 -0.2
H 0.2 0.1 0.3
H -0.7 0.4 -0.2
H 0.3 0.2 0.5
H 0.7 -0.8 -0.2
H -0.5 0.4 -0.8
H 0.4 -0.5 0.1
H 1.1 0.4 0.0
H -0.1 -0.1 -0.2
H 0.1 0.4 1.0
H 0.1 -0.1 0.4
H 0.5 -0.7 -0.1
H -0.3 -0.2 0.3
H 0.5 0.2 0.0
H -0.2 0.0 0.1
H 0.1 0.3 -0.3
H 0.1 -0.3 0.5
H 0.6 -0.4 0.1
H -1.0 -0.2 0.5
H 0.0 0.0 0.8
H 1.1 -1.0 -0.8
H -0.5 1.0 0.6
H -0.2 -0.3 -0.7
H -0.5 0.8 -1.3
H -0.3 0.7 0.1
H -0.1 -0.9 -0.3
H -0.5 -0.2 -0.1
H -0.7 0.3 -0.1
H 0.0 0.3 -1.0
H 0.0 -0.1 0.5
H -0.5 0.1 0.2
H 0.5 0.0 -1.1
H 0.6 -0.1 -0.5
H -0.5 -0.3 0.4
H 0.2 -0.1 0.2
H -0.1 0.3 0.2
H -0.5 -0.4 -0.2
H -0.5 -0.5 0.3
H 0.0 0.8 0.0
H 0.1 -0.4 0.0
H 0.6 0.1 0.1
H -0.2 0.2 -0.2
H -0.5 -0.6 0.4
H 0.0 0.6 -0.3
H -0.4 -0.4 0.4
H -0.2 -0.1 -0.2
H -0.2 -0.2 0.3
H -0.1 -0.6 0.3
H 0.1 0.4 0.5

## Properties
HOMO energy   -19.050 eV
Lowest unoccupied orbital energy   -14.24 eV
Kohn-Sham gap   0.1769 Eh
Net charge   +7
F_max   6.15 eV/Å